This record from OMol25 describes a structure of composition C30H29N2O10PdS at a distorted geometry. The level of theory is the ωB97M-V functional and the def2-TZVPD basis.

Each line ends with the Mulliken spin population.
Element x y z (Å)
Pd  0.51872  1.30436  1.52036  1.7706
O  4.61681  1.24192  2.45000  0.0280
C  3.43547  0.99166  2.31934  0.0042
O  2.44208  1.76658  2.52338  0.2127
C  3.06066  -0.42110  1.83925  -0.0102
C  4.01971  -1.41698  1.74391  0.0168
C  3.64483  -2.64153  1.21689  -0.0080
C  2.33593  -2.82525  0.78717  0.0161
C  1.43658  -1.78371  0.92430  -0.0263
N  1.81107  -0.62738  1.46131  0.2691
H  5.02517  -1.20270  2.07581  0.0026
H  4.36269  -3.44672  1.13044  0.0005
H  2.01269  -3.76038  0.35176  0.0018
H  0.40788  -1.87313  0.60396  0.0182
C  -4.55018  -3.10550  3.25277  -0.0047
O  -4.56960  -2.12398  4.28528  -0.0062
C  -3.61797  -1.19346  4.28213  -0.0210
C  -3.79743  -0.11749  5.18997  0.2941
C  -2.90798  0.94247  5.21377  -0.0481
C  -1.82584  1.01586  4.35248  0.1300
C  -0.94821  2.19310  4.29327  0.0398
C  -0.83809  3.13859  5.45506  0.0144
O  -0.27302  2.44275  3.30754  0.1481
C  -1.59667  -0.10567  3.45218  0.1218
O  -0.60635  -0.18750  2.68116  0.3661
C  -2.51250  -1.20180  3.47378  0.1350
H  -5.47952  -3.65801  3.34317  -0.0002
H  -3.71214  -3.79469  3.37321  0.0009
H  -4.50409  -2.62732  2.27149  0.0024
H  -4.65359  -0.14118  5.85115  -0.0006
H  -3.10411  1.75194  5.90104  0.0128
H  -1.55706  2.95523  6.24553  0.0016
H  -0.92833  4.16141  5.09269  0.0010
H  0.16691  3.03636  5.86885  -0.0020
H  -2.29435  -2.03938  2.82898  0.0031
C  3.02543  3.76559  -0.21244  -0.0036
S  1.54494  2.82983  -0.51829  -0.0125
O  1.13308  3.07185  -1.87505  0.0341
O  1.85776  1.38843  -0.26990  0.1979
O  0.55567  3.24507  0.50751  0.1858
H  3.55987  3.86796  -1.15251  0.0010
H  3.62221  3.23552  0.52772  0.0011
H  2.71892  4.73671  0.16782  0.0006
C  2.89988  -0.51936  -3.07867  0.0021
O  1.63367  0.04051  -3.38779  -0.0008
C  1.13462  -0.14223  -4.62480  0.0008
C  1.64028  -1.04248  -5.55131  -0.0001
C  1.05809  -1.15307  -6.80610  0.0001
C  -0.00264  -0.34149  -7.16917  -0.0001
C  -0.50951  0.56885  -6.25404  0.0001
C  0.02701  0.65201  -4.98220  -0.0013
N  -0.49544  1.58484  -4.02987  0.0042
C  -0.92105  1.33442  -2.81063  0.0037
C  -1.34418  0.10644  -2.25892  0.0284
C  -1.79831  -1.00576  -3.00877  -0.0042
C  -2.18858  -2.16693  -2.40588  0.0093
C  -2.12042  -2.26874  -1.00278  -0.0141
C  -1.71521  -1.20747  -0.24203  -0.0065
C  -1.34554  0.04554  -0.82030  -0.0060
O  -1.03251  1.07097  -0.12133  0.0928
H  3.15068  -0.13068  -2.09492  -0.0014
H  3.65857  -0.21134  -3.80214  0.0001
H  2.85316  -1.61130  -3.04497  0.0000
H  2.49011  -1.65950  -5.29356  0.0000
H  1.45371  -1.87354  -7.50941  0.0000
H  -0.44600  -0.42423  -8.15132  0.0000
H  -1.34132  1.20987  -6.51915  -0.0001
H  -0.33221  2.55821  -4.24674  -0.0003
H  -0.93822  2.18844  -2.14673  0.0000
H  -1.88810  -0.92423  -4.08194  0.0003
H  -2.55024  -2.99636  -2.99745  0.0004
H  -2.40033  -3.20262  -0.52761  0.0002
H  -1.66802  -1.26712  0.83232  0.0041

Calculated values
Energy relative to the best compared isomer or geometry (same formula, charge and spin) (kJ/mol): 51.0
Total charge: +1
Multiplicity: 5
HOMO-LUMO gap (spin up / spin down) (eV): 7.409 / 4.301

---

This record from OMol25 describes a structure of composition C30H29NO3PSSn. The level of theory is the ωB97M-V functional and the def2-TZVPD basis.

Each line ends with the Mulliken charge.
Element x y z (Å)
Sn  -1.70912  -0.69900  -0.87470  0.8043
C  -4.19801  -2.70940  0.70284  -0.3623
C  -3.29027  -2.51920  1.73803  -0.4546
C  -1.96778  -2.91209  1.58186  0.1066
C  -1.55080  -3.50969  0.39513  -0.6518
C  -2.46135  -3.70258  -0.63897  -0.2359
C  -3.78423  -3.29552  -0.48688  -0.4354
H  -5.22792  -2.39943  0.82173  0.3906
H  -3.61066  -2.06225  2.66533  0.4251
H  -1.25730  -2.75624  2.38305  0.2633
H  -0.51952  -3.81191  0.27209  0.2007
H  -2.13575  -4.16680  -1.56060  0.4050
H  -4.48907  -3.41424  -1.29951  0.4046
O  0.36610  -1.34794  -0.42386  -0.4961
C  0.94604  -0.24521  -0.61357  0.4699
C  2.10091  0.12139  0.24903  -0.1838
C  3.40828  -0.12730  -0.14030  -0.3456
C  4.44657  0.20882  0.71538  -0.6013
C  4.17322  0.79106  1.94470  -0.8272
C  2.86245  1.04696  2.32189  0.0834
C  1.80453  0.72182  1.47799  0.0791
P  0.03548  1.03482  1.88184  0.6723
C  -0.16576  2.80464  1.48745  0.2176
C  -1.46276  3.31614  1.55146  -0.4121
C  -1.71308  4.64626  1.25552  -0.6539
C  -0.66997  5.47892  0.87000  -0.4804
C  0.61922  4.97548  0.78878  -0.7464
C  0.87277  3.64552  1.10005  -0.0242
C  0.08159  1.02494  3.70668  0.0660
C  0.13119  -0.22113  4.33327  -0.2739
C  0.19279  -0.31533  5.71375  -0.6671
C  0.18719  0.83888  6.48681  -0.4661
C  0.12682  2.08084  5.87359  -0.7068
C  0.07894  2.17616  4.48833  -0.1596
H  3.61355  -0.59048  -1.09790  0.4862
H  5.46983  0.01078  0.42447  0.4092
H  4.98520  1.04994  2.61173  0.4293
H  2.65620  1.50203  3.28318  0.4884
H  -2.28334  2.66911  1.84494  0.3806
H  -2.72208  5.03282  1.32047  0.4206
H  -0.86439  6.51677  0.63257  0.3981
H  1.43498  5.61971  0.48666  0.4126
H  1.88581  3.26775  1.03672  0.3573
H  0.13333  -1.12257  3.72970  0.3002
H  0.23883  -1.28737  6.18801  0.4200
H  0.22657  0.76804  7.56591  0.3833
H  0.12118  2.98250  6.47278  0.4187
H  0.03684  3.15095  4.01838  0.3457
S  0.27103  0.89016  -1.69382  -0.4465
O  -0.00218  -2.84674  -3.07036  -0.7053
C  -0.85062  -2.08403  -3.52353  0.7210
O  -1.77896  -1.47368  -2.90308  -0.6824
C  -0.82854  -1.81444  -5.03862  -0.1592
N  0.34311  -2.62373  -5.54562  -0.0661
C  1.38232  -1.67221  -6.08499  -0.6654
C  1.05074  -0.36523  -5.38289  -0.2952
C  -0.47690  -0.36381  -5.37117  -0.8536
H  -1.75230  -2.16148  -5.49419  0.4146
H  0.07462  -3.33583  -6.21830  0.3442
H  0.66993  -3.08406  -4.66836  0.3598
H  1.23373  -1.59875  -7.16049  0.3478
H  2.37126  -2.07423  -5.88323  0.3802
H  1.47426  0.48875  -5.90617  0.4699
H  1.43834  -0.36700  -4.36173  0.0270
H  -0.87472  -0.09143  -6.34968  0.4266
H  -0.89837  0.31034  -4.62954  0.3283

Calculated values
Energy relative to the best compared isomer or geometry (same formula, charge and spin) (kJ/mol): 0.0
Total charge: +1
HOMO-LUMO gap (eV): 7.926

---

This record from OMol25 describes a structure of composition C30H30BaBrF4N6O5 at a distorted geometry. The level of theory is the ωB97M-V functional and the def2-TZVPD basis.

Each line ends with the Mulliken charge.
Element x y z (Å)
Ba  0.77027  0.84555  0.24662  2.2459
C  -0.98853  -1.66785  -1.59958  0.2709
C  0.22817  -2.22235  -2.32958  -0.9309
N  1.47707  -1.68555  -1.80608  0.8438
C  2.46777  -1.47755  -2.84808  -0.5018
C  2.87797  -2.72035  -3.65208  -1.2496
C  1.96667  -2.45585  -0.66988  -0.7231
C  2.99667  -1.71015  0.19392  -1.2342
N  2.34037  -0.81845  1.10792  -0.1392
C  2.39657  -0.94515  2.41052  0.3295
C  1.52967  -0.10635  3.16592  -0.1883
F  0.63827  0.64455  2.43622  -0.2157
C  1.51437  0.01445  4.52612  0.1341
F  0.64837  0.88735  5.09822  -0.3257
C  2.35777  -0.74635  5.32162  -0.8480
C  3.17717  -1.63895  4.64192  0.1365
F  3.99997  -2.42415  5.38382  -0.3573
C  3.20657  -1.75875  3.26972  0.5762
F  4.08327  -2.67615  2.75752  -0.3753
H  -1.89683  -2.15195  -1.95648  0.5332
H  -1.07743  -0.60385  -1.78928  -0.1889
H  -0.90423  -1.82745  -0.53178  -0.7789
H  0.14047  -1.93545  -3.38248  0.6263
H  0.20987  -3.32455  -2.27308  0.2334
H  3.36217  -1.05245  -2.38958  0.3979
H  2.06727  -0.72555  -3.53518  0.1384
H  3.36967  -3.44845  -3.00978  0.3147
H  3.57237  -2.43525  -4.44098  0.4685
H  2.00787  -3.18655  -4.11118  0.2466
H  2.39187  -3.42045  -0.99728  0.3306
H  1.11977  -2.68355  -0.02278  0.2579
H  3.65137  -1.10865  -0.44658  0.4081
H  3.61797  -2.45815  0.68682  0.4020
H  2.36557  -0.65905  6.39152  0.5056
O  -2.10873  1.71495  -0.72638  -0.3827
C  -2.34283  2.07455  -1.86618  -0.6899
C  -1.45793  2.10585  -3.00148  0.9813
C  -1.97243  2.45665  -4.24198  -0.4346
C  -1.17863  2.46915  -5.37858  -0.3760
C  0.19657  2.16155  -5.27938  -0.5119
C  0.73247  1.85105  -4.07488  -0.4953
C  -0.04943  1.78545  -2.86858  -0.0603
O  0.46607  1.46445  -1.78208  -0.7442
N  -1.73763  2.77155  -6.63418  0.9951
O  -2.93503  3.03205  -6.69528  -0.6565
O  -1.00453  2.75195  -7.61668  -0.6602
H  -3.37013  2.42215  -2.11688  0.2218
H  -3.01933  2.71595  -4.33888  0.4857
H  0.79407  2.18395  -6.18048  0.4913
H  1.78387  1.63025  -3.97508  0.5122
C  -3.03833  -4.41475  1.56032  -1.1661
N  -2.96723  -2.99165  1.78072  0.1503
C  -4.08013  -2.24765  1.91072  -0.2178
C  -4.01763  -0.91075  2.11922  -1.1230
C  -2.71303  -0.32555  2.17892  0.8686
N  -1.63023  -1.05435  2.01962  0.1787
C  -1.67483  -2.37535  1.81172  0.0402
O  -0.69983  -3.07385  1.62682  -0.7081
N  -2.57143  0.97735  2.44162  -0.1828
H  -3.66493  -4.89645  2.31182  0.4037
H  -2.01803  -4.78975  1.63612  0.3221
H  -3.42673  -4.63955  0.56372  0.3351
H  -5.02203  -2.77675  1.83582  0.4102
H  -4.90403  -0.30965  2.22682  0.3847
H  -3.35773  1.59305  2.33302  0.2708
H  -1.64423  1.36895  2.37452  -0.0025
Br  -0.41603  6.49185  4.83002  -0.2688
C  0.01807  5.18795  3.48732  0.1631
C  1.25037  4.57195  3.52342  -0.5725
C  1.55417  3.62195  2.55732  -0.6973
C  0.67167  3.25815  1.53392  -0.2863
C  -0.55703  3.92685  1.55492  -0.2174
C  -0.90043  4.87725  2.50792  -0.6408
H  1.96177  4.81895  4.29972  0.3833
H  2.52527  3.14395  2.62462  0.3529
H  -1.29323  3.69705  0.79572  0.3950
H  -1.86693  5.36285  2.48352  0.4058

Calculated values
Total charge: -1
HOMO-LUMO gap (eV): 6.179

---

This record from OMol25 describes a structure of composition C30H30BrF5N2O3PS2Ti at a distorted geometry. The level of theory is the ωB97M-V functional and the def2-TZVPD basis.

Each line ends with the Mulliken spin population.
Element x y z (Å)
Ti  -0.36738  0.39534  0.38587  0.9444
Br  0.04383  0.99100  -7.01832  -0.0002
C  0.10640  1.08824  -5.13041  -0.0030
C  1.16044  1.77202  -4.50945  0.0051
C  1.22938  1.85190  -3.13872  -0.0065
C  0.25334  1.22666  -2.35475  -0.0094
O  0.31517  1.28315  -1.03888  0.0119
C  -0.82533  0.58396  -2.97975  0.0095
C  -1.98800  0.18274  -2.20490  0.0303
N  -2.02525  0.23310  -0.92916  -0.0257
C  -3.26255  0.31166  -0.19825  0.0175
C  -4.49634  0.00986  -0.66922  -0.0082
C  -5.64278  0.15710  0.14706  0.0021
C  -5.53052  0.63818  1.41300  -0.0046
C  -4.26088  1.01755  1.91325  0.0014
C  -4.08102  1.58236  3.19490  -0.0005
C  -2.84784  1.98682  3.59836  0.0019
C  -1.75806  1.80751  2.72476  0.0131
N  -1.87462  1.25478  1.54227  0.0059
C  -3.12791  0.85516  1.11100  -0.0210
C  -0.88559  0.51862  -4.37966  0.0114
H  1.92209  2.23997  -5.11999  0.0002
H  2.03825  2.36564  -2.63626  0.0000
H  -2.89203  -0.04587  -2.77172  0.0054
H  -4.61656  -0.39723  -1.66653  -0.0007
H  -6.61247  -0.12328  -0.24500  0.0001
H  -6.40122  0.74308  2.04809  -0.0001
H  -4.94213  1.69877  3.84364  0.0000
H  -2.68075  2.43517  4.56784  0.0000
H  -0.76249  2.12190  3.00396  -0.0054
H  -1.72410  0.02763  -4.86045  -0.0003
C  1.10752  -2.54686  -2.20181  0.0001
C  1.46427  -3.02928  -0.95135  -0.0011
C  2.53939  -2.47669  -0.26439  -0.0049
C  3.27917  -1.45735  -0.84448  0.0092
C  2.94729  -0.99578  -2.11420  -0.0023
C  1.86418  -1.53650  -2.79197  0.0035
H  0.26622  -2.97927  -2.73088  0.0002
H  0.92126  -3.85843  -0.52001  0.0014
H  2.80312  -2.84753  0.71835  -0.0014
H  4.11512  -1.02277  -0.31103  0.0010
H  3.53578  -0.21016  -2.57341  0.0002
H  1.61501  -1.17945  -3.78564  0.0006
F  1.01806  2.56199  1.48621  0.0082
C  1.42867  1.20127  1.39431  -0.0060
F  2.56135  1.26145  0.58725  0.0057
C  2.05562  0.92726  2.76605  0.0108
F  2.75153  -0.21404  2.74473  0.0008
F  2.88807  1.90442  3.15678  -0.0003
F  1.11824  0.81917  3.73170  0.0003
C  0.50415  -5.05512  2.75527  0.0001
C  -1.00229  -5.09005  2.60900  0.0003
C  -1.46293  -5.44261  1.21186  -0.0004
O  -1.51518  -3.82202  3.09574  -0.0002
P  -2.01286  -2.51064  2.34388  0.0058
S  -3.49712  -2.73067  1.13539  0.0000
S  -0.28555  -1.69261  1.61816  -0.0086
O  -2.44803  -1.61362  3.58329  0.0010
C  -2.12999  -1.71036  4.99977  -0.0005
C  -2.83256  -2.89254  5.63981  0.0000
C  -0.63562  -1.68427  5.24524  0.0028
H  0.93152  -6.01622  2.45846  0.0000
H  0.78566  -4.85418  3.79010  0.0000
H  0.92848  -4.27000  2.12616  0.0004
H  -1.42382  -5.81267  3.30683  -0.0001
H  -1.16523  -4.68593  0.48543  -0.0002
H  -2.54622  -5.53898  1.15630  0.0000
H  -1.00219  -6.39468  0.94099  0.0000
H  -2.57894  -0.79760  5.38897  0.0001
H  -2.35297  -3.83301  5.37287  0.0000
H  -3.87801  -2.93484  5.33013  0.0000
H  -2.79648  -2.77563  6.72585  0.0000
H  -0.15339  -2.54988  4.78846  -0.0005
H  -0.44794  -1.71371  6.32189  0.0001
H  -0.17824  -0.78582  4.83354  -0.0004

Calculated values
Energy relative to the best compared isomer or geometry (same formula, charge and spin) (kJ/mol): 60.9
Multiplicity: 2
HOMO-LUMO gap (spin up / spin down) (eV): 6.777 / 6.890

---

no.,energy (Ha)
1,-2548.2272
2,-2394.7872
3,-4864.8616
4,-6557.1698